[1]
{"formula": "C42H41BeNO3P2S", "method": "ωB97M-V with the def2-TZVPD basis set", "species": ["Be", "C", "C", "C", "C", "C", "C", "C", "C", "C", "H", "H", "H", "H", "H", "H", "H", "H", "H", "H", "H", "H", "H", "H", "H", "P", "P", "C", "C", "C", "C", "C", "C", "C", "C", "C", "C", "C", "C", "C", "C", "C", "C", "C", "C", "C", "C", "C", "C", "C", "C", "C", "C", "H", "H", "H", "H", "H", "H", "H", "H", "H", "H", "H", "H", "H", "H", "H", "H", "H", "H", "H", "H", "H", "H", "O", "C", "N", "S", "O", "O", "C", "C", "C", "C", "C", "C", "H", "H", "H", "H"], "positions_angstrom": [[-4.7699, -1.5797, -1.3725], [-4.3222, -3.9522, 1.1636], [-3.1724, -3.3659, 1.5030], [-1.8504, -3.6540, 0.8480], [-1.4247, -2.7400, -0.3286], [-2.4427, -2.3289, -1.3163], [-3.5711, -3.0310, -1.7002], [-3.7417, -4.5091, -1.3041], [-4.5098, -4.8512, -0.0181], [-4.4706, 0.0736, -1.4229], [-5.2052, -3.8433, 1.7957], [-3.1490, -2.6400, 2.3225], [-1.8013, -4.7023, 0.5199], [-1.0834, -3.5253, 1.6284], [-0.9621, -1.8271, 0.0831], [-0.5995, -3.2602, -0.8467], [-2.1894, -1.4001, -1.8451], [-3.9372, -2.8573, -2.7422], [-2.7692, -5.0236, -1.2819], [-4.3128, -4.9743, -2.1213], [-5.5827, -4.9102, -0.2483], [-4.2217, -5.8804, 0.2636], [-5.3782, 0.5865, -1.0862], [-4.2566, 0.4103, -2.4442], [-3.6325, 0.3424, -0.7544], [4.0462, 2.7333, 2.2380], [4.2968, 3.2140, -1.1681], [5.1367, 1.8059, 1.1302], [5.1605, 1.9378, -0.2249], [5.0927, 2.9121, 3.7407], [6.1344, 2.0334, 4.0697], [6.8723, 2.2240, 5.2440], [6.5731, 3.2853, 6.1049], [5.5341, 4.1680, 5.7771], [4.8069, 3.9975, 4.5987], [2.8536, 1.4153, 2.7520], [1.9411, 0.9694, 1.7728], [1.0484, -0.0603, 2.0723], [1.0613, -0.6602, 3.3396], [1.9507, -0.1993, 4.3183], [2.8262, 0.8543, 4.0364], [5.7546, 3.9175, -2.0895], [6.6794, 4.6663, -1.3326], [7.8410, 5.1573, -1.9298], [8.0965, 4.9145, -3.2863], [7.1681, 4.1932, -4.0449], [5.9890, 3.7177, -3.4577], [3.4862, 2.2168, -2.4773], [2.3811, 2.8012, -3.1337], [1.7524, 2.1187, -4.1741], [2.2017, 0.8484, -4.5609], [3.2849, 0.2632, -3.8955], [3.9161, 0.9355, -2.8427], [5.7808, 1.0542, 1.6019], [5.8296, 1.2955, -0.8161], [6.3758, 1.1911, 3.4241], [7.6822, 1.5335, 5.4830], [7.1466, 3.4251, 7.0245], [5.2919, 4.9946, 6.4473], [4.0068, 4.6928, 4.3354], [1.9469, 1.4255, 0.7794], [0.3396, -0.4000, 1.3141], [0.3781, -1.4834, 3.5616], [1.9658, -0.6604, 5.3062], [3.4984, 1.2239, 4.8139], [6.4927, 4.8403, -0.2704], [8.5561, 5.7272, -1.3343], [9.0150, 5.2852, -3.7474], [7.3612, 3.9944, -5.0999], [5.2663, 3.1699, -4.0659], [2.0346, 3.7902, -2.8254], [0.9084, 2.5800, -4.6902], [1.7085, 0.3163, -5.3775], [3.6462, -0.7219, -4.1918], [4.7446, 0.4603, -2.3190], [-6.4352, -1.5649, 1.3277], [-6.9214, -1.9692, 0.2696], [-6.1809, -2.2382, -0.8825], [-7.0384, -2.6685, -2.2527], [-6.8919, -1.6287, -3.2467], [-6.7660, -4.0298, -2.6436], [-8.5583, -2.6109, -1.3423], [-9.8200, -2.9682, -1.8141], [-10.8928, -2.9368, -0.9032], [-10.6872, -2.5715, 0.4408], [-9.4104, -2.2417, 0.8875], [-8.3400, -2.2766, -0.0172], [-9.9418, -3.2534, -2.8565], [-11.8912, -3.2041, -1.2426], [-11.5356, -2.5536, 1.1305], [-9.1947, -1.9560, 1.9199]], "de_lowest_kcal_mol": 21.13, "total_charge": 0, "total_energy_ev": -81664.652}

=====

[2]
{"formula": "C42H41BrN3O3PSbTi", "method": "ωB97M-V with the def2-TZVPD basis set", "species": ["Ti", "O", "C", "C", "C", "C", "N", "C", "C", "C", "C", "C", "C", "O", "C", "C", "N", "H", "H", "H", "H", "H", "H", "H", "H", "H", "H", "H", "H", "C", "C", "C", "C", "C", "C", "P", "C", "C", "C", "C", "C", "C", "C", "C", "C", "C", "C", "C", "C", "C", "C", "C", "H", "H", "H", "H", "H", "H", "H", "H", "H", "H", "H", "H", "H", "H", "H", "H", "O", "C", "C", "C", "N", "C", "Br", "C", "H", "H", "H", "H", "C", "Sb", "C", "C", "H", "H", "H", "H", "H", "H", "H", "H", "H"], "positions_angstrom": [[0.3820, 0.0258, 0.3455], [3.8556, -2.4924, 5.8148], [3.2180, -3.3801, 4.9218], [2.4600, -2.5917, 3.8930], [1.8193, -3.2686, 2.8277], [1.1512, -2.5449, 1.8898], [1.0663, -1.1899, 1.9076], [1.5948, -0.5470, 2.9755], [2.3312, -1.2338, 3.9641], [1.3601, 0.8717, 3.0069], [1.6348, 1.6704, 4.1292], [1.3273, 3.0047, 4.1326], [1.5802, 3.8585, 5.3488], [2.7658, 3.4988, 6.0342], [0.7374, 3.5391, 2.9613], [0.4853, 2.7255, 1.9036], [0.7668, 1.3874, 1.8792], [4.4009, -2.9946, 6.4255], [2.5097, -4.0294, 5.4533], [3.9422, -4.0303, 4.4169], [1.8418, -4.3473, 2.7509], [0.6150, -3.0257, 1.0795], [2.7966, -0.6961, 4.7738], [2.0847, 1.2320, 5.0076], [0.7760, 3.7223, 6.0754], [1.5775, 4.9177, 5.0690], [3.5168, 3.7096, 5.4703], [0.4792, 4.5879, 2.8986], [0.0325, 3.1126, 0.9967], [1.7525, -5.2660, -3.5075], [0.9449, -4.4857, -4.3223], [0.3616, -3.3320, -3.8240], [0.5720, -2.9473, -2.5004], [1.3983, -3.7294, -1.6982], [1.9837, -4.8849, -2.1939], [-0.2158, -1.4677, -1.7998], [-0.2808, -0.3474, -3.2430], [0.9250, 0.0466, -3.8264], [0.9418, 0.9693, -4.8579], [-0.2491, 1.5187, -5.3202], [-1.4517, 1.1300, -4.7524], [-1.4660, 0.1978, -3.7203], [-1.9273, -1.9031, -1.3933], [-2.7067, -2.6297, -2.2561], [-4.0073, -3.0261, -1.8884], [-4.4781, -2.7051, -0.6472], [-3.6923, -1.9715, 0.2731], [-4.1891, -1.6676, 1.5692], [-3.4103, -0.9851, 2.4508], [-2.1138, -0.5533, 2.0718], [-1.5783, -0.7761, 0.8261], [-2.3954, -1.5396, -0.0904], [2.2085, -6.1655, -3.8978], [0.7702, -4.7726, -5.3502], [-0.2529, -2.7221, -4.4760], [1.6102, -3.4298, -0.6802], [2.6239, -5.4794, -1.5573], [1.8625, -0.3763, -3.4796], [1.8822, 1.2559, -5.3094], [-0.2393, 2.2350, -6.1307], [-2.3841, 1.5369, -5.1209], [-2.4087, -0.1187, -3.3008], [-2.3213, -2.9201, -3.2266], [-4.6132, -3.5937, -2.5804], [-5.4691, -3.0203, -0.3438], [-5.1814, -2.0015, 1.8437], [-3.7769, -0.7695, 3.4467], [-1.5347, -0.0067, 2.8131], [4.3216, 4.1145, -2.3460], [3.3644, 3.2638, -1.9468], [1.9988, 3.5266, -2.0571], [1.1092, 2.5863, -1.5883], [1.4882, 1.4198, -1.0375], [2.7938, 1.1816, -1.0052], [3.2783, -0.5350, -0.4016], [3.7843, 2.0457, -1.4137], [3.9449, 4.9232, -2.7107], [1.6281, 4.4419, -2.4969], [0.0428, 2.7472, -1.6564], [4.8290, 1.7886, -1.3473], [-2.4734, 3.8393, -1.6004], [-2.3804, 1.9886, -0.5240], [-4.1996, 1.1000, -1.1755], [-3.1675, 2.7605, 1.2932], [-3.5008, 4.2006, -1.6164], [-2.1257, 3.7162, -2.6255], [-1.8509, 4.5853, -1.1067], [-4.7317, 0.7531, -0.2919], [-4.0309, 0.2466, -1.8249], [-4.8004, 1.8482, -1.6892], [-4.0032, 3.4208, 1.0655], [-2.4070, 3.3138, 1.8416], [-3.5142, 1.9345, 1.9093]], "de_lowest_kcal_mol": 2.33, "total_charge": 1, "s_squared": 2.0217, "total_energy_ev": -163812.335, "spin_multiplicity": 3}

=====

F_max list, top to bottom, in Eh/bohr: 0.053 0.017